Density functional theory data (ωB97M-V/def2-TZVPD) for 2 unconnected molecules or ions with the total composition CH6S3.

The calculated total energy comes out at -1236.2314 Ha. The HOMO-LUMO gap comes out at 9.427 eV. Its energy above the lowest of the compared OMol25 structures with the same formula, charge and spin is 7.50 kcal/mol. Its maximum force is 0.87 eV/A. The net charge is 0.

Each line ends with the Löwdin charge.
Positions of all 10 atoms, in Å:
S  2.5780  2.0305  -4.4469  0.212
S  4.3405  2.1015  -5.4949  0.201
H  2.4770  3.2301  -3.8744  -0.216
H  5.2484  1.5349  -4.6577  -0.197
C  -2.3498  -1.5266  3.5559  -0.512
S  -1.9615  -1.6121  1.7988  0.623
H  -3.0200  -2.3264  3.8814  0.024
H  -1.4413  -1.6913  4.1263  0.021
H  -2.7892  -0.5777  3.8485  0.025
H  -3.0822  -1.1628  1.2631  -0.180

Density functional theory data (ωB97M-V/def2-TZVPD) for 2 unconnected molecules or ions with the total composition C9H9N3O2.

The calculated total energy comes out at -663.0259 Ha. The HOMO-LUMO gap comes out at 9.667 eV. Its energy above the lowest of the compared OMol25 structures with the same formula, charge and spin is 89.96 kcal/mol. Its maximum force is 6.69 eV/A. The net charge is 0.

Each line ends with the Löwdin charge.
Positions of all 23 atoms, in Å:
C  1.5207  -1.6353  0.4087  -0.065
C  2.0715  -1.1049  -0.7989  -0.120
C  2.5126  0.1604  -0.8617  -0.113
C  2.0115  1.2153  0.0381  -0.018
C  1.1819  0.5971  1.1245  -0.188
C  -1.1506  1.3430  -0.7384  -0.508
C  -1.9520  1.4458  0.4804  0.001
C  -2.2474  0.2190  1.0887  -0.072
C  -1.7752  -1.1822  -0.7514  -0.460
H  1.3815  -2.6198  0.6427  0.071
H  2.5996  -1.7615  -1.3918  0.072
H  3.4994  0.3873  -1.5065  0.151
H  1.8974  2.3693  0.0280  0.127
H  0.7081  1.1898  1.9895  0.120
H  -0.4314  0.0934  -1.8408  0.132
H  -1.9959  2.3841  0.9644  0.097
H  -2.5322  0.3507  2.1864  0.141
H  -2.5120  -1.9510  0.9632  0.149
N  0.9835  -0.7097  1.3080  0.023
N  -1.0967  0.0567  -1.1182  0.190
N  -2.1922  -1.0831  0.5920  0.134
O  -0.7444  2.3754  -1.3694  0.002
O  -1.7378  -2.1396  -1.4374  0.132

Density functional theory data (ωB97M-V/def2-TZVPD) for a molecular structure, C30H29GeNO4RuSe2.

The calculated total energy comes out at -8490.9343 Ha. The HOMO-LUMO gap (alpha / beta) comes out at 6.698 / 6.557 eV. Its maximum force is 2.62 eV/A. The net charge is 0.

Each line ends with the Löwdin charge.
Positions of all 68 atoms, in Å:
Ru  -0.2951  -0.8603  -0.8117  0.767
O  1.9776  2.3986  -2.7534  0.161
C  1.4297  1.3483  -2.1891  -0.522
O  0.4361  0.8340  -2.5969  0.013
C  2.1446  0.8334  -0.9870  -0.175
C  3.3763  1.1838  -0.4812  0.012
C  3.8765  0.4297  0.5767  -0.035
C  3.1843  -0.6699  1.0714  0.013
C  1.9582  -0.9775  0.5014  -0.278
N  1.4836  -0.1618  -0.4428  -0.038
C  -0.2150  -1.8227  1.5644  -0.712
O  -0.6064  -2.7715  2.2536  -0.002
O  -0.7253  -0.6357  1.4432  -0.154
H  1.4202  2.6219  -3.5161  0.146
H  3.9313  2.0099  -0.9093  0.121
H  4.8433  0.6801  0.9947  0.112
H  3.5988  -1.2942  1.8543  0.128
C  -2.5975  1.5176  1.1154  -0.360
Se  -1.5737  1.5079  -0.5309  1.007
C  -3.0487  1.0375  -1.7143  -0.529
C  -3.6567  -0.3086  -1.3749  -0.514
Se  -2.4299  -1.8412  -1.4523  0.940
C  -2.2401  -1.8742  -3.3910  -0.350
H  -3.5427  2.0281  0.9375  0.034
H  -2.0086  2.0679  1.8451  0.030
H  -2.7269  0.5026  1.4755  0.017
H  -2.6300  1.0705  -2.7172  0.049
H  -3.7965  1.8227  -1.6315  0.066
H  -4.4882  -0.5376  -2.0403  0.072
H  -4.0305  -0.3191  -0.3544  0.054
H  -3.0925  -2.3809  -3.8358  0.028
H  -1.3258  -2.4189  -3.6104  0.020
H  -2.1504  -0.8607  -3.7713  0.018
C  0.9389  -2.0617  0.5992  -0.271
Ge  1.3704  -3.9596  0.5163  1.021
C  2.2450  -4.6109  2.1405  -0.250
C  1.5590  -4.7399  3.3550  -0.105
C  2.2010  -5.2612  4.4758  -0.087
C  3.5370  -5.6421  4.4086  -0.103
C  4.2347  -5.5041  3.2160  -0.097
C  3.5895  -4.9991  2.0880  -0.108
C  2.6183  -4.3014  -0.9845  -0.257
C  2.4838  -5.4654  -1.7502  -0.100
C  3.3529  -5.7490  -2.8005  -0.088
C  4.3833  -4.8708  -3.1112  -0.101
C  4.5428  -3.7128  -2.3616  -0.095
C  3.6718  -3.4379  -1.3108  -0.108
C  -0.1980  -5.0146  0.0448  -0.264
C  -0.8094  -4.8048  -1.1935  -0.166
C  -1.8934  -5.5753  -1.5992  -0.101
C  -2.3759  -6.5813  -0.7704  -0.094
C  -1.7722  -6.8095  0.4603  -0.083
C  -0.6930  -6.0291  0.8654  -0.082
H  0.5331  -4.3979  3.4233  0.086
H  1.6571  -5.3654  5.4091  0.100
H  4.0338  -6.0431  5.2872  0.098
H  5.2791  -5.7909  3.1620  0.097
H  4.1368  -4.9186  1.1537  0.088
H  1.6850  -6.1640  -1.5267  0.097
H  3.2281  -6.6599  -3.3743  0.099
H  5.0634  -5.0904  -3.9268  0.098
H  5.3496  -3.0244  -2.5926  0.098
H  3.8257  -2.5323  -0.7402  0.079
H  -0.4142  -4.0442  -1.8525  0.070
H  -2.3581  -5.3990  -2.5635  0.098
H  -3.2199  -7.1874  -1.0844  0.099
H  -2.1422  -7.5988  1.1062  0.100
H  -0.2343  -6.2089  1.8324  0.095

Density functional theory data (ωB97M-V/def2-TZVPD) for a molecular structure, C18H48ClO2P2Si4TbTe.

The calculated total energy comes out at -4257.6580 Ha. The multiplicity is 7. The HOMO-LUMO gap (alpha / beta) comes out at 6.029 / 5.218 eV. Its energy above the lowest of the compared OMol25 structures with the same formula, charge and spin is 235.99 kcal/mol. Its maximum force is 15.13 eV/A. The net charge is +2.

Each line ends with the Mulliken spin population.
Positions of all 77 atoms, in Å:
C  2.0299  4.9284  -7.4391  0.000
C  1.6987  3.7825  -6.5281  -0.001
H  1.1499  5.5631  -7.5577  0.000
H  2.3580  4.5379  -8.4067  0.000
H  2.8624  5.4976  -7.0155  0.000
O  0.6682  3.5425  -5.9871  0.000
Cl  3.1447  2.6820  -6.2960  0.000
Tb  0.5267  1.3100  -2.1085  4.538
P  -0.1451  -0.3191  -3.6142  -0.017
C  -1.8951  -0.8592  -3.5611  0.033
C  0.1018  0.1532  -5.3668  0.027
H  -0.1490  -0.6749  -6.0387  0.002
H  0.4994  -2.5952  -4.2533  0.004
H  1.1491  0.4379  -5.4961  -0.005
H  1.8547  -1.6557  -3.5475  0.004
H  -2.5456  0.0015  -3.7388  -0.005
H  -0.5264  1.0174  -5.5986  -0.001
C  0.7894  -1.8878  -3.4687  -0.039
H  -2.0928  -1.6271  -4.3163  0.005
H  0.5999  -2.3301  -2.4870  0.046
H  -2.1209  -1.2588  -2.5687  -0.009
P  1.4621  2.9183  -0.7263  -0.008
C  0.3751  3.7096  0.5184  0.049
C  2.8728  2.3051  0.2684  0.035
H  2.8901  3.9514  -2.3645  -0.003
H  2.6802  5.0329  -0.9488  0.003
H  1.3802  4.8649  -2.1663  -0.002
C  2.1773  4.3404  -1.6327  0.022
H  3.6004  1.8600  -0.4151  -0.001
H  3.3384  3.1175  0.8371  0.004
H  0.9267  4.4477  1.1097  0.004
H  -0.0328  2.9429  1.1827  -0.023
H  2.5196  1.5313  0.9551  0.007
H  -0.4594  4.2007  0.0107  -0.002
C  -1.1241  1.4563  -1.3544  0.180
O  -2.1852  1.5499  -0.8698  0.226
C  2.0820  -3.4819  2.7671  -0.003
Si  1.1860  -1.9806  3.4177  0.039
C  0.4472  -2.4128  5.0782  0.004
C  2.4634  -0.6367  3.6709  0.005
Si  -0.3454  -1.2884  1.9095  -0.062
Te  1.2571  -0.8438  -0.0153  0.803
Si  -1.6230  -3.0374  1.2814  0.078
C  -2.1278  -4.0979  2.7347  0.006
C  -3.1552  -2.4233  0.4150  0.006
C  -0.6729  -4.1351  0.1073  0.025
Si  -1.6426  0.2108  3.0490  0.000
C  -2.7870  -0.7159  4.2025  0.000
C  -0.6349  1.4009  4.0709  0.000
C  -2.7769  1.2386  2.0002  0.000
H  2.8692  -3.7776  3.4903  0.000
H  2.5513  -3.2433  1.7911  0.002
H  1.3655  -4.3187  2.6480  0.001
H  1.2540  -2.7671  5.7514  0.001
H  -0.0175  -1.5141  5.5270  0.000
H  -0.3101  -3.2124  4.9658  0.000
H  2.9525  -0.4021  2.7044  0.002
H  1.9967  0.2816  4.0669  0.003
H  3.2294  -0.9904  4.3907  0.000
H  -2.7044  -3.5108  3.4723  0.000
H  -2.7544  -4.9375  2.3700  0.002
H  -1.2209  -4.5129  3.2173  0.000
H  -2.8650  -1.7997  -0.4517  0.002
H  -3.7566  -3.2882  0.0693  0.002
H  -3.7601  -1.8159  1.1177  0.000
H  -0.3954  -3.5566  -0.7930  0.008
H  0.2430  -4.5181  0.5964  0.001
H  -1.3116  -4.9905  -0.1934  0.001
H  -2.2158  -1.3501  4.9042  0.000
H  -3.3903  0.0125  4.7817  0.000
H  -3.4755  -1.3470  3.6070  0.000
H  0.0515  1.9729  3.4158  0.001
H  -1.3223  2.1018  4.5876  0.002
H  -0.0606  0.8452  4.8356  -0.001
H  -2.1655  1.9542  1.4285  -0.002
H  -3.3867  0.5914  1.3387  0.001
H  -3.4498  1.8222  2.6616  0.001

Density functional theory data (ωB97M-V/def2-TZVPD) for a single C2H5Br molecule.

The calculated total energy comes out at -2653.1932 Ha. The HOMO-LUMO gap comes out at 11.055 eV. Its energy above the lowest of the compared OMol25 structures with the same formula, charge and spin is 1.35 kcal/mol. Its maximum force is 4.43 eV/A. The net charge is 0.

Each line ends with the Löwdin charge.
Positions of all 8 atoms, in Å:
C  -0.2546  -0.5658  0.0068  -0.161
C  0.7345  0.6297  -0.0095  -0.578
Br  2.6259  -0.0379  0.0235  0.523
H  -0.2128  -1.3124  -0.8133  0.087
H  -0.1250  -0.8989  1.0232  0.060
H  -1.1954  -0.0737  -0.0680  0.052
H  0.6379  1.3730  0.7289  0.042
H  0.7836  1.1400  -0.8568  -0.025

Density functional theory data (ωB97M-V/def2-TZVPD) for a molecular structure, C51H66F3N4O5P2RbS.

The calculated total energy comes out at -3982.9500 Ha. The HOMO-LUMO gap comes out at 4.458 eV. Its energy above the lowest of the compared OMol25 structures with the same formula, charge and spin is 18.54 kcal/mol. Its maximum force is 0.91 eV/A. The net charge is -2.

Each line ends with the Löwdin charge.
Positions of all 133 atoms, in Å:
Rb  -1.7399  -1.1346  -1.6703  0.803
O  -3.2566  1.5019  2.3435  -0.014
C  -2.1052  1.1379  2.1227  -0.781
O  -1.6675  0.2260  1.3719  -0.146
C  -0.9499  1.9144  2.8154  -0.247
P  0.5201  0.8703  2.4851  1.089
C  1.8921  1.7916  3.3187  -0.369
C  1.9924  3.1757  3.1576  -0.113
C  3.1153  3.8741  3.5736  -0.107
C  4.1784  3.2024  4.1611  -0.121
C  4.0969  1.8269  4.3291  -0.110
C  2.9691  1.1351  3.9146  -0.124
C  0.2834  -0.4905  3.6953  -0.349
C  -0.0332  -1.7575  3.2153  -0.083
C  -0.2671  -2.8068  4.0895  -0.084
C  -0.1661  -2.6089  5.4588  -0.093
C  0.1473  -1.3486  5.9512  -0.094
C  0.3613  -0.2966  5.0721  -0.106
H  -1.1421  2.0579  3.8824  0.084
H  -0.8665  2.9018  2.3500  0.067
H  1.1780  3.7181  2.6927  0.087
H  3.1609  4.9481  3.4357  0.095
H  5.0586  3.7441  4.4851  0.088
H  4.9177  1.2874  4.7875  0.094
H  2.9221  0.0609  4.0569  0.099
H  -0.1480  -1.9072  2.1492  0.096
H  -0.5522  -3.7734  3.6946  0.090
H  -0.3447  -3.4335  6.1386  0.096
H  0.2110  -1.1807  7.0200  0.092
H  0.5963  0.6879  5.4615  0.104
C  -3.5564  -2.6291  1.3999  -0.115
N  -4.0798  -2.2715  0.0978  -0.295
C  -4.7517  -3.3922  -0.5186  -0.108
C  -4.9643  -1.1044  0.2146  -0.194
C  -5.4024  -0.5182  -1.1135  -0.301
C  -6.7412  -0.6418  -1.4781  -0.102
C  -7.2067  -0.0881  -2.6654  -0.151
C  -6.3049  0.5797  -3.4806  -0.158
C  -4.9673  0.6707  -3.0978  -0.196
C  -4.4381  0.1458  -1.9058  -0.145
H  -4.3613  -2.9394  2.0962  0.083
H  -3.0317  -1.7743  1.8255  0.065
H  -2.8549  -3.4628  1.3044  0.072
H  -5.5940  -3.7578  0.1037  0.082
H  -4.0501  -4.2158  -0.6677  0.083
H  -5.1523  -3.0986  -1.4886  0.077
H  -4.4155  -0.3434  0.7749  0.100
H  -5.8531  -1.3926  0.8156  0.112
H  -7.4346  -1.1735  -0.8292  0.087
H  -8.2502  -0.1849  -2.9488  0.072
H  -6.6439  1.0131  -4.4187  0.072
H  -4.2989  1.1851  -3.7921  0.063
F  -3.5748  -3.8751  -5.8516  0.112
C  -3.7686  -3.4064  -4.5885  -0.541
F  -4.6258  -2.3947  -4.6767  0.158
F  -4.3771  -4.3960  -3.9179  0.131
C  -2.3937  -2.9959  -3.9861  -0.644
O  -2.0033  -1.8686  -4.2372  -0.058
O  -1.8147  -3.9101  -3.3344  -0.039
N  0.6288  -3.4089  -2.8377  0.058
C  1.7347  -3.1707  -2.5832  -0.099
H  -0.4400  -3.6390  -3.0780  0.016
N  2.3989  -3.2937  0.5399  0.094
C  1.7377  -4.1792  1.3334  -0.879
S  0.3444  -4.8979  0.8039  0.679
N  2.3271  -4.3168  2.5661  0.063
C  1.9769  -5.0544  3.7020  -0.260
C  0.9788  -6.0243  3.7479  -0.063
C  0.7159  -6.6729  4.9459  -0.088
C  1.4267  -6.3839  6.1010  -0.116
C  2.4290  -5.4228  6.0491  -0.106
C  2.7015  -4.7686  4.8641  -0.043
H  2.1296  -3.2588  -0.4441  -0.005
H  3.3631  -3.0700  0.7286  0.087
H  3.0563  -3.6427  2.7525  0.132
H  0.4133  -6.2493  2.8580  0.028
H  -0.0723  -7.4153  4.9677  0.101
H  1.2021  -6.8940  7.0282  0.090
H  2.9949  -5.1714  6.9369  0.096
H  3.4720  -4.0059  4.8366  0.109
O  0.3846  0.3472  -2.4323  -0.448
P  0.9562  1.6647  -2.0241  0.780
C  -0.3059  2.7210  -1.2397  -0.322
C  0.1111  4.1943  -0.9972  -0.170
C  -0.9128  5.1740  -1.5670  -0.212
C  -2.3186  4.9114  -1.0256  -0.186
C  -2.6956  3.4161  -1.0691  -0.159
C  -1.6980  2.5969  -1.8790  -0.196
C  1.7160  2.4853  -3.4723  -0.342
C  0.6728  2.8340  -4.5367  -0.180
C  1.3133  3.6005  -5.7056  -0.191
C  2.7714  3.1880  -5.9399  -0.214
C  2.9580  1.7224  -5.5728  -0.195
C  2.7657  1.5180  -4.0639  -0.182
C  2.2475  1.4855  -0.7438  -0.334
C  3.2371  2.6584  -0.5330  -0.169
C  4.6904  2.2016  -0.6075  -0.205
C  4.9721  1.0920  0.4040  -0.183
C  3.8958  -0.0123  0.3641  -0.183
C  2.9586  0.1295  -0.8327  -0.193
H  -0.4037  2.2204  -0.2647  0.103
H  1.0929  4.4137  -1.4215  0.082
H  0.2072  4.3702  0.0787  0.108
H  -0.9183  5.0929  -2.6582  0.099
H  -0.6056  6.1994  -1.3384  0.103
H  -3.0351  5.5035  -1.6012  0.099
H  -2.3752  5.2794  0.0030  0.103
H  -3.6945  3.2665  -1.4787  0.109
H  -2.7332  2.9990  -0.0600  0.109
H  -1.6984  2.9094  -2.9249  0.103
H  -2.0294  1.5605  -1.8592  0.045
H  2.2040  3.4114  -3.1552  0.105
H  -0.1289  3.4353  -4.1108  0.085
H  0.2105  1.9065  -4.8811  0.130
H  1.2612  4.6760  -5.5141  0.102
H  0.7304  3.4171  -6.6115  0.106
H  3.4369  3.7938  -5.3162  0.107
H  3.0583  3.3795  -6.9768  0.100
H  3.9450  1.3615  -5.8713  0.105
H  2.2282  1.1212  -6.1213  0.117
H  3.7199  1.6683  -3.5500  0.099
H  2.4520  0.4892  -3.8749  0.106
H  1.6301  1.4143  0.1555  0.049
H  3.0649  3.0879  0.4597  0.104
H  3.0736  3.4693  -1.2427  0.081
H  5.3545  3.0512  -0.4227  0.106
H  4.9152  1.8457  -1.6179  0.096
H  5.0126  1.5291  1.4057  0.094
H  5.9607  0.6683  0.2075  0.099
H  3.2858  0.0304  1.2711  0.085
H  4.3690  -0.9969  0.3539  0.090
H  2.2114  -0.6640  -0.8296  0.091
H  3.5088  0.0186  -1.7714  0.106